This record from OMol25 describes an isolated molecule of C20H31N5O4. The level of theory is ωB97M-V/def2-TZVPD.

The geometry in XYZ format:
```
60
Properties=species:S:1:pos:R:3:forces:R:3:lowdin_charge:R:1
C 1.654383 -1.757222 1.241487 0.003 0.007 0.005 -0.030
N 0.240274 -1.979126 0.960827 -0.007 -0.005 -0.008 -0.096
C -0.547851 -0.824152 0.538709 -0.005 0.010 0.024 -0.105
C -1.403177 -0.259810 1.671648 0.004 -0.012 -0.019 -0.343
O -0.624752 -0.035449 2.839788 0.001 -0.007 -0.001 -0.017
C -2.037840 1.072276 1.305564 0.003 0.006 0.005 -0.121
N -1.058875 2.105888 1.053278 0.003 -0.010 -0.007 0.085
C -0.662316 2.423362 -0.209843 -0.006 0.013 0.010 -0.467
O -1.152608 1.898935 -1.199463 0.004 -0.003 -0.003 0.053
C 0.400832 3.439492 -0.312748 -0.004 -0.003 -0.003 -0.125
C 1.065510 4.209628 0.665302 -0.003 0.002 -0.005 -0.100
N 1.962533 5.011450 0.120584 0.040 -0.049 0.010 0.090
N 1.889340 4.771994 -1.200792 -0.040 0.074 0.002 -0.146
C 2.800137 5.448986 -2.109901 -0.025 -0.038 -0.033 -0.104
C 3.959253 4.565519 -2.517127 0.024 0.010 0.010 -0.303
C 3.699627 3.366171 -3.457918 0.002 -0.004 0.016 -0.150
C 5.037967 3.690351 -4.157944 -0.009 0.005 -0.014 -0.166
C 4.949951 5.114490 -3.566575 0.004 0.002 0.016 -0.143
C 0.970750 3.842839 -1.501943 0.012 -0.005 0.001 0.004
C -0.164418 -3.271397 0.789917 -0.002 0.006 0.011 -0.448
O 0.596216 -4.207319 0.978341 0.007 0.001 -0.002 0.061
C -1.597476 -3.513633 0.348872 -0.002 -0.006 -0.015 -0.053
C -2.098059 -4.893035 0.789609 0.013 0.006 0.002 -0.300
C -2.246755 -4.995714 2.304135 -0.005 -0.002 -0.003 -0.136
C -3.482955 -4.250415 2.788990 0.006 0.001 0.001 -0.182
C -4.728277 -4.862219 2.160108 -0.005 0.009 0.003 -0.097
C -4.622323 -5.100552 0.667927 -0.008 -0.017 -0.002 -0.490
O -5.612237 -5.252115 -0.025359 0.005 0.006 -0.003 0.043
N -3.369486 -5.194684 0.141450 0.001 0.003 -0.004 0.116
H 2.014445 -2.518496 1.927856 0.002 -0.005 -0.002 0.089
H 2.252941 -1.812568 0.328121 0.001 -0.004 0.003 0.100
H 1.775995 -0.771446 1.685971 -0.004 0.000 -0.003 0.088
H 0.150001 -0.058428 0.201596 0.001 -0.005 -0.004 0.125
H -1.177014 -1.064756 -0.317799 -0.005 0.002 -0.003 0.133
H -2.214687 -0.962840 1.902385 0.005 -0.002 0.005 0.132
H -0.209013 -0.870176 3.083937 -0.002 0.004 0.004 0.089
H -2.642706 0.962030 0.406826 -0.004 0.000 0.002 0.131
H -2.683685 1.385646 2.126504 0.001 0.004 -0.006 0.130
H -0.522884 2.443129 1.833955 -0.002 0.006 -0.001 0.130
H 0.924615 4.230590 1.735075 0.001 0.002 0.001 0.107
H 2.235042 5.761537 -2.991110 0.002 0.001 -0.002 0.132
H 3.146042 6.339892 -1.588270 0.001 0.001 -0.003 0.129
H 4.494494 4.235738 -1.623735 -0.003 0.003 0.006 0.147
H 3.572944 2.381549 -3.010865 0.002 0.001 -0.002 0.104
H 2.853428 3.565802 -4.120128 0.000 0.004 -0.002 0.108
H 5.862698 3.128140 -3.720598 0.001 0.000 0.002 0.105
H 5.079246 3.592614 -5.240952 0.003 -0.002 0.002 0.099
H 4.448425 5.797915 -4.255580 -0.004 -0.001 -0.002 0.110
H 5.863647 5.584595 -3.206860 0.000 -0.003 -0.002 0.104
H 0.768693 3.528042 -2.511556 -0.004 -0.005 0.002 0.140
H -2.277380 -2.741351 0.705282 0.004 0.006 0.003 0.098
H -1.615114 -3.456627 -0.744745 -0.005 -0.001 0.001 0.138
H -1.364069 -5.629159 0.463377 -0.004 -0.003 0.003 0.145
H -2.334913 -6.050595 2.577573 0.002 0.001 0.002 0.128
H -1.335302 -4.622280 2.771298 0.000 -0.003 0.001 0.116
H -3.552673 -4.293642 3.876797 -0.001 0.000 0.000 0.113
H -3.415587 -3.189727 2.528177 -0.002 -0.001 0.001 0.099
H -4.928148 -5.841750 2.604737 0.003 -0.001 -0.002 0.129
H -5.621384 -4.260194 2.320465 0.001 0.000 0.003 0.121
H -3.365466 -5.357721 -0.854660 -0.002 0.000 0.000 0.149
```
Positions in Å, forces in eV/Å.

Computed properties:
- calculated total energy (a.u.) = -1355.48431
- SMILES = CN(C[C@@H](O)CNC(=O)c1cnn(CC2CCC2)c1)C(=O)C[C@H]1CCCC(=O)N1
- HOMO level (eV) = -9.40
- relative energy (zero: lowest compared OMol25 entry of this formula, charge and spin) (kcal/mol) = 0.4